Entry one
A single C3H10N2S molecule, computed with ωB97M-V/def2-TZVPD.

Geometry (Å):
N: -1.728 2.387 -0.201
C: -1.542 0.978 0.054
C: -0.095 0.348 -0.190
N: 0.303 0.487 -1.533
C: -0.131 -1.104 0.279
S: 1.580 -1.592 0.779
H: -1.597 2.532 -1.190
H: -1.021 2.927 0.280
H: -2.128 0.383 -0.660
H: -1.890 0.581 1.009
H: 0.459 0.969 0.547
H: 0.153 1.370 -1.957
H: 1.055 -0.025 -1.952
H: -0.393 -1.681 -0.612
H: -0.764 -1.323 1.132
H: 1.319 -1.977 2.037

## Properties
* LUMO energy: 0.932 eV
* SMILES string: NC[C@H](N)CS
* HOMO level: -0.318 Ha

Entry two
A molecular structure, C3H10N2S, computed with ωB97M-V/def2-TZVPD.

Geometry (Å):
C: 0.605 -1.551 0.074
C: 1.642 -0.905 -0.692
S: 2.514 0.364 0.188
N: -0.765 -1.163 0.203
C: -1.046 0.027 -0.554
N: -2.485 0.295 -0.571
H: 0.752 -2.492 0.611
H: 0.241 -0.784 0.926
H: 0.491 3.093 2.423
H: 2.382 -1.555 -1.171
H: 1.895 1.379 -0.508
H: 0.648 2.749 1.788
H: -0.529 0.886 -0.106
H: -0.617 -0.012 -1.567
H: -2.908 -0.214 -1.337
H: -2.821 -0.118 0.292

## Properties
* LUMO energy: -0.644 eV
* HOMO level: -0.288 Ha

It is entry one that is the most stable of them.